# 1
Entry from the Open Molecules 2025 dataset: a 2-piece molecular cluster, CHBrN2O3 overall at a distorted geometry (wB97M-V/def2-TZVPD).

## Properties
SMILES: O=[N+]([O-])C#[N+][O-].Br
Energy relative to the best compared isomer or geometry (same formula, charge and spin) (kJ/mol): 125.8

Cartesian coordinates (Å):
O -0.92812 2.15905 -0.51867
N -0.83104 0.97744 -0.42869
O -1.50424 0.13497 -0.92677
C 0.33402 0.45983 0.21914
N 1.42945 0.60307 0.61208
O 2.44826 0.33160 1.04833
Br -0.44240 -2.23649 0.71392
H -0.50592 -2.42947 -0.71933

***

# 2
Entry from the Open Molecules 2025 dataset: C49H31Cl7InO4P2S as an isolated structure at a distorted geometry (wB97M-V/def2-TZVPD).

## Properties
Charge: +1
Calculated total energy (eV): -181741.9971

Cartesian coordinates (Å):
In 1.14709 -0.98884 -0.20686
O -2.43229 -2.91874 -1.15037
S -2.02724 -1.48390 -0.95824
C -2.99596 -0.96692 0.48559
C -4.30760 -1.42962 0.47550
C -5.01829 -1.44397 1.65020
C -4.39415 -1.25564 2.87827
C -3.06601 -0.82212 2.90780
C -2.38215 -0.69688 1.69803
P -0.61490 -0.19008 1.80394
C -0.58626 1.42431 2.64614
C -0.86564 1.53458 4.00932
C -0.96201 2.82850 4.57658
C -0.58815 3.95594 3.86779
C -0.26349 3.80445 2.54164
C -0.24337 2.56782 1.94121
C 0.04527 -1.16262 3.22351
C 1.20842 -0.75164 3.84289
C 1.77610 -1.47288 4.87625
C 1.11134 -2.57497 5.40659
C -0.02941 -3.07276 4.71953
C -0.48490 -2.39482 3.59453
C -2.48724 -0.71568 -2.52143
C -3.27208 -1.39118 -3.44624
C -3.33503 -0.90321 -4.75833
C -2.67403 0.25517 -5.14310
C -1.92185 0.93163 -4.20161
C -1.76830 0.42535 -2.89808
P -0.83287 1.37213 -1.63183
C 0.56903 2.03372 -2.59070
C 1.17960 3.23097 -2.16482
C 2.16008 3.81174 -2.97256
C 2.45227 3.31004 -4.21991
C 1.94297 2.07271 -4.58519
C 1.07266 1.40096 -3.72142
C -1.96871 2.74568 -1.49975
C -2.90899 2.72099 -0.48478
C -3.78799 3.79543 -0.29448
C -3.73681 4.91987 -1.10562
C -2.83643 4.93000 -2.17413
C -1.93675 3.89758 -2.35717
H -4.73305 -1.78340 -0.46816
H -6.09587 -1.64294 1.63807
H -4.96652 -1.40987 3.78578
H -2.56623 -0.69529 3.89765
H -1.08967 0.67245 4.61569
H -1.36665 2.91522 5.58643
H -0.62792 4.98386 4.28183
H -0.08237 4.73516 1.98147
H 0.06096 2.47022 0.89309
H 1.65634 0.20073 3.60805
H 2.72971 -1.15971 5.27847
H 1.50644 -3.14817 6.23097
H -0.53789 -4.00241 4.98013
H -1.32068 -2.79493 3.02090
H -3.82931 -2.26348 -3.15841
H -3.93596 -1.45946 -5.44482
H -2.76236 0.63686 -6.14179
H -1.40946 1.86564 -4.45886
H 0.86797 3.78993 -1.28033
H 2.68933 4.69213 -2.57160
H 3.06622 3.82029 -4.91967
H 2.28007 1.61731 -5.50116
H 0.77951 0.39045 -3.92850
H -2.94467 1.87428 0.20749
H -4.57042 3.74252 0.47118
H -4.25476 5.82988 -0.80437
H -2.86124 5.77121 -2.88336
H -1.27432 3.97907 -3.22684
Cl 7.39257 1.21002 -3.59119
C 6.15597 0.71308 -2.50536
C 6.01129 1.49618 -1.34996
C 4.90231 1.35309 -0.56297
Cl 4.71697 2.39993 0.76171
C 3.93654 0.33547 -0.79466
O 2.84960 0.29343 -0.07987
C 4.19225 -0.48050 -1.92858
C 3.26382 -1.44966 -2.38975
O 2.03320 -1.56161 -2.09108
C 5.31278 -0.31468 -2.76910
H 6.77101 2.21871 -1.02937
H 3.64585 -2.13749 -3.18792
H 5.43014 -0.95740 -3.62365
Cl 2.07859 -8.57472 2.25767
C 1.86805 -6.94715 1.86699
C 2.89524 -6.18492 1.23115
Cl 4.40530 -6.86576 0.88371
C 2.63958 -4.86286 0.89639
Cl 3.86842 -3.84815 0.29244
C 1.26080 -4.31188 1.02238
O 1.07823 -3.09611 0.67195
C 0.23538 -5.16680 1.51208
Cl -1.41497 -4.72475 1.40921
C 0.57635 -6.35242 2.12497
Cl -0.44842 -7.14370 3.22473